Record 1
Computed, not measured: a cluster of 2 separate species, C7H9NO2 in total in a non-equilibrium geometry, with wB97M-V/def2-TZVPD.

Structure (XYZ):
```
19
Properties=species:S:1:pos:R:3:forces:R:3:mulliken_charge:R:1
C -1.262242 0.367197 -0.107620 -1.8 -0.1 -0.5 0.23
H -2.417891 -2.636961 1.046094 -0.2 0.4 0.0 0.42
O -2.633400 1.698945 0.086562 -0.7 2.0 0.0 -0.55
H 1.625578 0.833578 -1.631319 -1.9 0.9 0.5 0.30
H 0.100392 -2.349052 -0.991208 0.6 -0.4 -0.2 0.36
H -0.570055 1.530203 1.755342 0.0 -2.3 -1.8 0.30
H 0.469880 2.183689 -0.809895 0.8 0.6 -1.0 0.37
O -3.733207 -0.322809 0.027841 -0.4 0.0 -0.2 -0.58
C -0.384298 0.535294 1.102584 0.4 1.2 1.7 -0.19
C -2.857539 0.490326 -0.021480 2.4 -1.5 0.1 0.22
C -0.603116 -2.642566 -0.261775 -0.3 1.0 -0.3 -0.19
H -0.986952 0.608394 -2.153621 -0.1 -0.3 0.7 0.25
C 0.717172 1.140109 -0.993557 1.2 -0.5 1.5 -0.56
H -0.418905 -0.326267 1.808057 -0.4 0.6 -0.6 0.27
H 1.401673 -0.401752 0.276486 -0.1 0.2 0.5 0.26
C 0.966768 0.595682 0.433608 3.2 1.4 0.2 -0.62
C -1.588714 -2.470177 0.400872 -0.2 -1.2 0.5 -0.55
N -0.551457 0.497333 -1.235855 -0.8 -0.3 -0.4 -0.03
H 1.777358 1.298180 0.943166 -1.7 -1.7 -0.8 0.31
```
Positions in Å, forces in eV/Å.

## Properties
**Relative energy (zero: lowest compared OMol25 entry of this formula, charge and spin)**: 448.2 kJ/mol
**Highest occupied orbital energy**: -9.28 eV
**Max |F|**: 3.48 eV/Å
**Molar mass**: 139.15 g mol⁻¹
**Frontier orbital gap**: 9.84 eV
**Total energy**: -477.22118 hartree
**E_LUMO**: 0.6 eV

=====

Record 2
Computed, not measured: a structure of composition C9H16N2PbS3Te in a non-equilibrium geometry, with wB97M-V/def2-TZVPD.

Structure (XYZ):
```
32
Properties=species:S:1:pos:R:3:forces:R:3:mulliken_charge:R:1
N -0.780497 3.837217 -0.595153 4.4 -0.1 2.1 -0.17
H -0.696175 -1.128345 2.157419 -0.1 0.6 -0.6 0.49
N 0.307192 3.038429 -0.833408 1.0 0.3 0.3 -0.05
S 1.024988 -0.144711 0.681256 -0.6 0.2 1.1 0.04
H -2.717564 0.147986 1.031084 0.7 0.3 -0.2 0.48
C -0.558201 -3.283359 -1.403984 1.5 -0.3 -0.4 -0.92
H -0.440954 -4.341139 -1.259154 0.5 -0.6 -0.1 0.43
H 3.098656 -2.662723 -0.722473 -0.6 0.5 0.1 0.40
H 2.231341 2.988911 -0.055723 1.2 -0.3 0.0 0.51
S -2.214821 -1.262577 -0.683033 -0.4 0.0 0.2 -0.04
H -2.096312 -3.407767 -0.029542 0.5 0.1 0.4 0.40
C 2.066806 -2.635267 -0.314423 0.8 1.4 -1.5 -0.75
Pb 0.889244 0.700978 -1.955018 0.1 0.3 -0.4 0.75
C -1.754130 -0.028095 0.502301 -0.9 1.7 0.5 -0.06
H 1.476486 -2.332964 1.659025 -0.3 0.3 0.8 0.40
C -0.439153 4.712368 0.408275 -3.4 0.7 -1.2 0.01
H -0.559537 -2.661333 0.602487 -0.7 0.4 -0.1 0.22
C 1.929951 -1.722302 0.898944 1.3 1.0 0.2 -0.61
C 1.325082 3.513683 -0.049612 -2.8 -0.3 -0.6 -0.25
H -1.606369 3.576983 -1.020316 -2.1 -0.1 -0.8 0.13
C -1.247136 -2.735908 -0.251841 -1.4 -0.4 0.9 -0.29
H -1.429570 0.891127 -0.065686 -0.9 -0.8 0.6 -0.07
H 1.930971 -3.609495 -0.016005 -0.4 -2.4 0.9 0.44
H -0.774585 0.635832 2.106235 0.5 0.8 0.9 0.51
C -0.676527 -0.226492 1.501574 1.3 -1.9 -0.2 -0.87
Te -1.931060 0.034669 -2.679492 0.3 -0.2 -0.5 0.02
H -1.251476 5.402563 0.747338 1.2 -0.6 -0.1 0.40
S 0.980428 -2.438007 -1.763402 1.0 0.4 -0.5 -0.03
H 1.212131 5.064516 1.663114 0.6 -0.3 -1.0 0.34
H -1.099799 -3.158862 -2.304883 -0.7 0.0 -1.1 0.51
H 2.938467 -1.332136 1.295457 -1.5 -0.9 -0.7 0.41
C 0.862121 4.566210 0.748629 0.1 0.0 1.2 -0.75
```
Positions in Å, forces in eV/Å.

## Properties
**Relative energy (zero: lowest compared OMol25 entry of this formula, charge and spin)**: 0.0 kJ/mol
**Highest occupied orbital energy**: -15.43 eV
**Max |F|**: 4.85 eV/Å
**Molar mass**: 583.24 g mol⁻¹
**Frontier orbital gap**: 7.83 eV
**Total energy**: -2116.86010 hartree
**Total charge**: +2
**E_LUMO**: -7.6 eV

=====

Record 3
Computed, not measured: an isolated molecule of C4H3NO2 in a non-equilibrium geometry, with wB97M-V/def2-TZVPD.

Structure (XYZ):
```
10
Properties=species:S:1:pos:R:3:forces:R:3:mulliken_charge:R:1
C -0.168817 0.102968 -0.338672 1.6 -0.2 -0.5 -0.23
N 2.065444 0.036767 0.368512 -1.1 0.8 2.6 0.04
H -0.517659 0.226562 1.795788 -0.9 0.0 0.3 0.38
C -0.984959 0.037526 0.840372 0.5 0.7 -0.6 -0.63
O 3.103699 -0.493737 0.686400 0.6 -0.2 -1.4 -0.43
H 1.492276 0.353121 -1.669195 0.3 -0.4 -0.1 0.35
H -0.800990 -0.108218 -1.161461 0.1 0.3 -1.5 0.29
C -2.248982 0.026914 0.346866 2.4 -0.8 2.2 0.58
C 1.216178 0.154035 -0.636289 -1.6 -0.4 -0.2 -0.07
O -3.156187 -0.335938 -0.232324 -2.0 0.2 -0.8 -0.29
```
Positions in Å, forces in eV/Å.

## Properties
**Relative energy (zero: lowest compared OMol25 entry of this formula, charge and spin)**: 553.5 kJ/mol
**Highest occupied orbital energy (alpha / beta)**: -8.37 / -7.23 eV
**Max |F|**: 3.34 eV/Å
**Structure (SMILES)**: O=C=C/C=C\N=O
**Molar mass**: 97.07 g mol⁻¹
**Frontier orbital gap (alpha / beta)**: 7.87 / 6.94 eV
**Total energy**: -359.25956 hartree
**E_LUMO (alpha / beta)**: -0.5 / -0.3 eV

=====

Record 4
Computed, not measured: a structure of composition C3H5N in a non-equilibrium geometry, with wB97M-V/def2-TZVPD.

Structure (XYZ):
```
9
Properties=species:S:1:pos:R:3:forces:R:3:mulliken_charge:R:1
H 0.019435 1.381792 -0.170104 0.5 -0.4 0.2 0.31
H -1.242277 0.368625 -0.689258 0.3 -1.1 0.1 0.35
H -1.143770 0.845025 0.963560 0.2 -0.3 -0.2 0.29
H 0.606275 -1.355512 -1.396301 -0.3 -0.9 0.9 0.27
C 0.206919 -2.160721 -0.651304 0.7 1.1 -1.9 -0.16
N -0.074894 -1.996917 0.552121 -1.5 -1.6 1.6 -0.37
C 0.337718 -0.665866 0.637675 -1.7 0.8 -2.6 -0.32
C -0.514289 0.468827 0.122774 -0.5 1.5 1.3 -0.85
H 1.355322 -0.620356 0.774155 2.2 1.0 0.6 0.47
```
Positions in Å, forces in eV/Å.

## Properties
**Relative energy (zero: lowest compared OMol25 entry of this formula, charge and spin)**: 463.9 kJ/mol
**Highest occupied orbital energy (alpha / beta)**: -8.36 / -7.88 eV
**Max |F|**: 3.20 eV/Å
**Molar mass**: 55.08 g mol⁻¹
**Frontier orbital gap (alpha / beta)**: 8.85 / 7.86 eV
**Total energy**: -171.87838 hartree
**E_LUMO (alpha / beta)**: 0.5 / 0.0 eV